# 1
Computed, not measured: a 2-piece molecular cluster, C41H42F6N3O2 overall in a non-equilibrium geometry, with ωB97M-V/def2-TZVPD.

Calculated values
HOMO ... -8.94 eV
ΔE to the lowest compared entry with this formula, charge and spin ... 105.09 kJ/mol

```
! RIJCOSX wB97M-V def2-TZVPD def2/J DEFGRID3
* xyz 1 1
C -3.331 -1.216 -0.464
O -3.700 -0.574 -1.683
C -4.592 0.425 -1.496
O -5.032 0.728 -0.401
C -4.987 1.060 -2.807
C -6.376 0.605 -3.296
C -7.271 1.844 -3.305
C -6.321 3.037 -3.146
N -5.092 2.484 -2.615
C -3.989 3.243 -2.366
C -2.808 2.721 -1.836
C -1.848 3.586 -1.109
C -2.061 5.113 -1.323
C -2.807 5.466 -2.615
C -4.122 4.701 -2.764
H -2.685 -2.036 -0.771
H -2.803 -0.505 0.178
H -4.208 -1.586 0.076
H -4.216 0.800 -3.552
H -6.264 0.233 -4.321
H -6.789 -0.211 -2.698
H -7.838 1.935 -4.239
H -7.996 1.806 -2.485
H -6.166 3.463 -4.153
H -6.748 3.833 -2.517
H -2.540 1.666 -1.965
H -1.919 3.436 -0.018
H -0.831 3.278 -1.407
H -2.660 5.508 -0.493
H -1.092 5.622 -1.302
H -3.020 6.538 -2.624
H -2.167 5.244 -3.477
H -4.427 4.782 -3.825
H -4.922 5.196 -2.187
F 1.130 -5.785 5.942
C 0.281 -4.831 5.466
F -0.208 -5.284 4.259
F -0.799 -4.771 6.318
C 0.887 -3.468 5.332
N -0.142 -2.511 4.893
C -0.684 -1.679 5.902
C 0.159 -0.909 6.720
C -0.391 0.042 7.582
C -1.780 0.083 7.766
C -2.629 -0.749 7.014
C -2.076 -1.613 6.071
C -0.253 -2.149 3.568
C -1.116 -1.094 3.173
C -1.076 -0.572 1.896
C -0.090 -1.003 0.952
C 0.181 -0.359 -0.282
C 1.467 -0.571 -0.901
C 1.572 -1.178 -2.185
C 2.785 -1.571 -2.719
C 4.000 -1.176 -2.090
N 5.206 -1.224 -2.758
C 5.321 -1.903 -4.052
C 5.869 -3.283 -3.825
F 6.040 -4.011 -4.965
F 7.091 -3.199 -3.190
F 5.059 -4.010 -2.979
C 6.321 -0.412 -2.411
C 7.066 -0.693 -1.253
C 8.219 0.037 -0.957
C 8.590 1.108 -1.782
C 7.864 1.391 -2.948
C 6.771 0.589 -3.291
C 3.921 -0.584 -0.805
C 2.697 -0.317 -0.219
C 0.694 -2.143 1.345
C 0.589 -2.724 2.586
H 1.242 -3.153 6.317
H 1.706 -3.543 4.624
H 1.239 -1.017 6.604
H 0.272 0.725 8.126
H -2.208 0.753 8.511
H -3.711 -0.735 7.158
H -2.704 -2.227 5.421
H -1.771 -0.644 3.915
H -1.769 0.231 1.636
H -0.583 0.241 -0.789
H 0.648 -1.403 -2.716
H 2.794 -2.124 -3.656
H 4.362 -2.003 -4.542
H 6.028 -1.353 -4.675
H 6.733 -1.507 -0.608
H 8.823 -0.245 -0.091
H 9.464 1.707 -1.525
H 8.149 2.217 -3.606
H 6.219 0.752 -4.216
H 4.845 -0.298 -0.294
H 2.697 0.098 0.795
H 1.417 -2.572 0.648
H 1.201 -3.598 2.797
*
```

=====

# 2
Computed, not measured: C41H42MoP2S as an isolated structure in a non-equilibrium geometry, with ωB97M-V/def2-TZVPD.

Calculated values
HOMO (spin up / spin down) ... -12.52 / -12.30 eV
ΔE to the lowest compared entry with this formula, charge and spin ... 598.32 kJ/mol

```
! RIJCOSX wB97M-V def2-TZVPD def2/J DEFGRID3
* xyz 2 3
Mo -0.893 0.801 -1.269
C -2.547 1.160 -3.219
C -2.170 -0.070 -2.704
C -1.346 -1.103 -3.437
C -0.029 -0.442 -3.904
C 0.449 0.402 -2.735
C 0.017 1.781 -2.625
C -0.497 2.549 -3.803
C -1.900 1.949 -4.292
C 1.366 -0.372 1.792
H -3.572 1.496 -3.010
H -2.831 -0.547 -1.966
H -1.860 -1.541 -4.271
H -1.081 -1.832 -2.703
H 0.725 -1.212 -4.124
H -0.165 0.079 -4.876
H 1.417 0.107 -2.321
H 0.459 2.396 -1.761
H 0.213 2.513 -4.676
H -0.670 3.614 -3.551
H -2.501 2.841 -4.559
H -1.763 1.470 -5.239
H 0.728 0.306 1.255
H 1.697 0.175 2.682
H 0.818 -1.294 2.013
P -0.759 -1.756 0.370
P 2.793 -0.557 0.636
C 0.702 -2.245 -0.477
C 2.034 -1.717 -0.542
C -2.164 -2.897 0.636
C -2.530 -3.749 -0.436
C -3.502 -4.717 -0.214
C -4.156 -4.851 1.017
C -3.966 -3.844 1.989
C -3.029 -2.814 1.779
C -2.674 1.303 -0.498
C -2.413 2.615 -1.084
C -3.377 3.597 -0.967
C -4.603 3.093 -0.472
C -4.882 1.804 -0.079
C -3.873 0.831 -0.052
C 4.322 -1.361 1.133
C 4.209 -2.710 1.507
C 5.323 -3.524 1.439
C 6.587 -2.998 1.091
C 6.714 -1.608 0.876
C 5.576 -0.768 0.896
C 3.162 1.217 0.136
C 2.724 2.310 0.946
C 2.787 3.659 0.562
C 3.270 3.985 -0.709
C 3.741 2.967 -1.534
C 3.727 1.624 -1.091
H 0.395 -3.145 -1.040
H 2.578 -2.071 -1.436
H -2.013 -3.627 -1.398
H -3.760 -5.340 -1.047
H -4.931 -5.603 1.160
H -4.578 -3.818 2.894
H -2.992 -1.958 2.483
H -1.452 2.900 -1.626
H -3.093 4.662 -1.153
H -5.414 3.794 -0.442
H -5.867 1.407 0.196
H -3.981 -0.201 0.313
H 3.231 -3.081 1.802
H 5.210 -4.577 1.579
H 7.412 -3.672 0.842
H 7.686 -1.195 0.588
H 5.674 0.306 0.720
H 2.251 2.068 1.900
H 2.443 4.459 1.243
H 3.370 5.018 -1.000
H 4.106 3.193 -2.537
H 4.075 0.872 -1.802
S -1.405 1.733 1.734
C -1.235 1.133 3.311
C -1.196 -0.264 3.534
C -0.738 -0.785 4.733
C -0.367 0.090 5.766
C -0.545 1.480 5.628
C -1.029 2.009 4.425
H -1.465 -0.933 2.721
H -0.660 -1.865 4.873
H 0.033 -0.311 6.692
H -0.315 2.130 6.475
H -1.230 3.079 4.314
*
```

=====

What is the formula in the second record? C41H42MoP2S

=====

Among the records above, which one has the lowest ΔE to the lowest compared entry with this formula, charge and spin? C41H42F6N3O2